170
Properties=species:S:1:pos:R:3 method="wB97M-V/def2-TZVPD" homo_lumo_gap_ha=0.2500 e_tot_ev=-148547.7115 charge=+6 e_homo_ev=-18.9 lumo_energy_ev=-12.117
C 2.13943 1.38311 0.31527
C 0.98615 0.45165 0.57904
N -0.01578 0.56203 -0.38497
C -0.00203 0.33254 -1.81155
C -1.28083 0.49353 -2.32028
N -2.11089 0.71685 -1.24565
C -1.34464 0.60794 -0.09991
C -3.61357 0.81186 -1.28561
H 2.78755 0.98076 -0.46328
H 2.64933 1.44149 1.27687
H 1.82433 2.42638 0.33547
H 0.50190 0.80116 1.49087
H 1.28591 -0.59614 0.59843
H 0.90165 0.06125 -2.33705
H -1.65130 0.57804 -3.33122
H -1.76680 0.54302 0.89204
H -3.81544 1.45665 -2.14094
H -3.95330 1.17265 -0.31478
H -4.03974 -0.16732 -1.50397
C 5.95407 3.43051 5.10471
C 4.49784 3.72947 5.45930
N 3.77748 4.47101 4.37086
C 3.46389 3.94017 3.16560
C 2.82824 4.93953 2.40165
N 2.58560 5.98526 3.26443
C 3.36537 5.79165 4.40286
C 1.82526 7.21823 2.94502
H 6.43220 2.77627 5.83373
H 6.60290 4.30055 5.00390
H 6.02979 2.76643 4.24369
H 4.37866 4.12845 6.46663
H 4.11618 2.70858 5.47442
H 3.78463 2.92740 2.97111
H 2.40890 4.86228 1.40938
H 3.38227 6.37412 5.31217
H 2.64495 7.92259 2.80323
H 1.15874 7.32940 3.80028
H 1.19490 7.05225 2.07141
C 9.73752 -3.08491 2.60014
C 8.48585 -3.92249 2.37531
N 7.66381 -3.27948 1.35519
C 7.65217 -3.73991 0.03640
C 6.74292 -2.99186 -0.63860
N 6.10334 -2.22989 0.25209
C 6.72434 -2.28167 1.47690
C 4.98136 -1.32640 -0.15869
H 9.48092 -2.08392 2.94696
H 10.52822 -2.96465 1.85958
H 10.26060 -3.56704 3.42600
H 7.98234 -4.06293 3.33180
H 8.71096 -4.95696 2.11590
H 8.42770 -4.37312 -0.36857
H 6.42017 -3.11432 -1.66196
H 6.45688 -1.73140 2.36688
H 5.32994 -0.32112 -0.39538
H 4.14301 -1.37495 0.53622
H 4.50671 -1.60100 -1.10070
C -2.67949 -4.56847 -0.15801
C -2.20660 -3.23458 0.43048
N -0.76044 -3.20094 0.29206
C -0.14628 -2.88873 -0.88316
C 1.21071 -3.09808 -0.58681
N 1.40830 -3.62928 0.68239
C 0.12968 -3.68977 1.18168
C 2.63937 -3.89026 1.31060
H -3.75114 -4.63145 0.03089
H -2.03389 -5.32834 0.28236
H -2.49020 -4.52154 -1.23041
H -2.44608 -3.27099 1.49323
H -2.61586 -2.40518 -0.14632
H -0.73961 -2.50022 -1.69767
H 2.06960 -2.90171 -1.21143
H -0.16225 -4.15822 2.10997
H 3.22680 -2.99199 1.50071
H 3.22273 -4.52219 0.64093
H 2.59138 -4.27222 2.33036
C 2.61638 -2.74743 6.79567
C 2.22237 -3.12735 5.34154
N 1.16500 -2.19600 4.86176
C 1.45938 -0.86515 4.53622
C 0.25817 -0.40099 4.06764
N -0.74091 -1.32572 4.29613
C -0.19724 -2.41656 4.88880
C -2.14594 -1.15446 3.97468
H 3.44750 -3.30820 7.22331
H 1.76843 -2.83360 7.47510
H 2.75104 -1.66588 6.81093
H 1.89932 -4.16649 5.27887
H 3.08769 -3.06996 4.68122
H 2.46734 -0.49577 4.65442
H 0.13714 0.59265 3.66215
H -0.63801 -3.37809 5.10692
H -2.44880 -1.30126 2.93794
H -2.46623 -0.17396 4.32699
H -2.73193 -1.94884 4.43693
C -5.09510 1.46133 -4.25060
C -5.11794 0.00309 -4.45409
N -6.52011 -0.57066 -4.59577
C -7.46847 -0.28869 -5.56082
C -8.67402 -0.95896 -5.31774
N -8.42391 -1.70182 -4.16010
C -7.08819 -1.42634 -3.64419
C -9.37996 -2.77574 -3.69851
H -5.44902 1.94056 -5.16339
H -4.03625 1.71427 -4.19630
H -5.56260 1.83467 -3.33947
H -4.45163 -0.46484 -3.72939
H -4.51073 -0.09480 -5.35399
H -7.24714 0.47700 -6.28962
H -9.69184 -1.02803 -5.67222
H -6.64645 -1.94254 -2.80467
H -10.03146 -2.18609 -3.05356
H -8.74600 -3.36262 -3.03387
H -9.77867 -3.30398 -4.56459
C 1.05526 -2.87972 -4.79090
C 2.42912 -3.24616 -5.36647
N 2.72312 -2.52852 -6.64020
C 2.76355 -1.20472 -6.78050
C 3.00567 -0.83567 -8.11497
N 2.86687 -2.00332 -8.85165
C 2.79294 -3.01593 -7.92702
C 2.92053 -2.11064 -10.31062
H 0.22575 -3.14166 -5.44771
H 0.94463 -1.82687 -4.53135
H 0.73573 -3.43328 -3.90796
H 2.70305 -4.30094 -5.38949
H 3.28633 -3.02847 -4.72938
H 2.94114 -0.63183 -5.88235
H 3.26455 0.10392 -8.58030
H 2.67549 -4.06332 -8.16279
H 3.92548 -1.89325 -10.67244
H 2.07029 -1.59748 -10.75992
H 2.70465 -3.16695 -10.47092
C -4.05945 6.55013 2.27851
C -4.15245 6.60739 0.68899
N -2.91647 6.29569 0.04434
C -1.78703 7.15267 0.08045
C -0.83955 6.50205 -0.68686
N -1.24421 5.23248 -0.95256
C -2.57506 5.19862 -0.66999
C -0.42390 4.14207 -1.56928
H -5.09238 6.68061 2.60120
H -3.57010 7.46175 2.62147
H -3.59469 5.60838 2.57042
H -4.45153 7.55121 0.23308
H -4.85257 5.85511 0.32567
H -1.84731 8.13415 0.52707
H 0.18846 6.81044 -0.80720
H -3.10604 4.25881 -0.70503
H -0.84326 3.14548 -1.43129
H 0.59666 4.23172 -1.19710
H -0.43364 4.36237 -2.63674
N -1.64062 2.06600 3.00344
S -3.00339 2.58523 2.92306
O -3.55580 2.90054 1.59344
O -3.53383 3.07311 4.17872
F -3.71276 1.08474 2.89288
S -0.73727 3.46749 2.72882
O -1.09920 4.57794 3.58831
O -0.30172 3.78512 1.39616
F 0.66395 3.01464 3.36655
N -7.09852 -2.93941 1.55063
S -5.84255 -2.40560 1.00003
O -5.54016 -2.25317 -0.43254
O -4.67884 -2.41554 1.86968
F -6.25832 -0.89043 1.37882
S -7.16283 -4.13926 0.39150
O -6.15661 -5.21365 0.30848
O -7.71369 -3.74839 -0.85648
F -8.36802 -4.86782 1.16543